Below is a cluster of 31 separate species, C39H138N61O31 in total, with properties calculated with wB97M-V/def2-TZVPD.

The geometry in XYZ format:
```
269
Properties=species:S:1:pos:R:3:forces:R:3:lowdin_charge:R:1
C -0.204648 -1.777979 -1.022136 -0.37 -1.02 -0.71 -0.044
C 0.853482 -0.930899 -0.349286 2.48 0.33 1.31 -0.422
C 1.406772 0.080701 -1.330356 0.53 -0.69 -0.76 -0.190
C 0.541262 1.198401 -1.687166 -1.63 1.32 0.65 -0.205
C 0.070482 1.875071 -0.397066 0.70 -0.04 -0.13 -0.121
C -0.553078 0.917071 0.700294 0.84 -0.20 -1.08 -0.417
N 0.426232 -0.207049 0.919284 0.58 -0.43 -0.44 -0.165
O 0.110552 -1.183109 1.956314 -0.62 1.27 -0.80 -0.295
C -2.008478 0.506271 0.285294 -0.55 0.69 1.41 -0.010
C -0.616578 1.793801 1.956754 0.01 0.18 0.47 -0.042
C 2.240132 -1.705729 0.000774 -1.92 0.02 0.67 -0.010
H -0.691388 -1.298049 -1.871166 -0.42 0.70 0.32 0.073
H -0.958968 -2.214799 -0.367696 -0.01 0.46 0.20 0.054
H 0.180322 -2.636169 -1.572956 0.79 -0.33 0.29 0.075
H 1.686122 -0.397189 -2.269336 0.12 -0.67 -0.03 0.117
H 2.355252 0.513951 -1.012896 0.05 -0.12 0.52 0.106
H -0.356188 0.938901 -2.248706 0.03 -0.26 -0.43 0.102
H 1.199832 1.834431 -2.278646 -0.56 0.69 0.07 0.090
H -0.527268 2.771451 -0.562326 -0.73 -0.33 -0.09 0.093
H 0.997492 2.342881 -0.065556 0.22 -0.74 0.71 0.068
H -2.544738 0.374211 1.225024 0.06 -0.23 0.33 0.041
H -2.310998 -0.378599 -0.274696 0.93 0.07 -0.44 0.064
H -2.524978 1.382581 -0.106356 0.09 0.10 -0.42 0.067
H -0.849738 1.231641 2.861034 -0.49 -0.05 -0.13 0.058
H -1.281558 2.647021 1.822924 -0.74 -0.29 -0.07 0.082
H 0.286932 2.342281 2.223124 0.68 -0.46 -0.41 0.064
H 2.075732 -2.307089 0.894894 -0.07 -0.54 -0.31 0.047
H 3.047132 -1.040109 0.307074 -0.26 0.35 -0.35 0.038
H 2.582222 -2.275889 -0.862926 -0.10 -0.18 0.07 0.074
C 0.127642 -3.642929 -5.641656 1.70 -0.87 -2.57 -0.789
O 1.051372 -3.142389 -5.091906 2.32 2.28 1.67 0.063
N -0.967648 -3.995959 -5.065146 -3.26 -0.10 2.47 0.188
N 0.200182 -4.102839 -6.893166 -0.32 -0.41 -2.62 0.182
H -1.581078 -4.650419 -5.529356 0.13 -0.05 0.94 0.112
H -0.885948 -3.811519 -4.075496 -1.12 -0.63 0.39 0.123
H 0.841772 -3.675329 -7.545616 0.00 -0.08 0.21 0.116
H -0.704888 -4.379079 -7.246206 0.46 0.01 -0.71 0.094
C -5.874838 -0.664189 2.282104 0.24 0.96 2.14 -0.808
O -6.608748 -1.096959 3.110014 -1.82 -1.03 2.57 0.064
N -4.897618 0.218361 2.494394 1.37 1.43 0.72 0.172
N -5.964228 -0.970249 1.029864 -0.34 -0.83 -3.94 0.176
H -4.463978 0.588471 1.660674 0.29 0.54 0.75 0.052
H -4.636738 0.458681 3.440064 0.03 -0.03 -0.48 0.105
H -6.546148 -1.780969 0.874304 0.58 -0.07 -0.53 0.131
H -5.089728 -0.737239 0.581474 -0.49 -0.96 -1.04 0.086
C -1.793658 3.157071 5.578634 -1.74 -3.29 1.50 -0.674
O -2.205948 4.205461 5.149574 -0.01 1.66 -0.90 0.014
N -2.446778 1.967721 5.339764 -0.17 1.06 -1.19 0.175
N -0.903848 3.018791 6.562884 2.27 1.01 1.81 0.177
H -3.214658 2.099531 4.697044 0.22 -0.68 -0.05 0.094
H -2.154348 1.067861 5.693094 -0.22 0.28 -0.29 0.081
H -0.321768 2.226441 6.794094 -0.48 -0.17 -0.45 0.109
H -0.807748 3.772911 7.227844 0.28 0.18 -0.53 0.116
C 7.428302 -2.993499 -1.040176 0.70 -2.85 -0.41 -0.854
O 8.435422 -3.458899 -1.496076 2.08 -1.06 -1.62 0.041
N 7.262532 -1.895319 -0.476966 1.16 7.76 2.84 0.165
N 6.257632 -3.574569 -0.933866 -3.00 -4.29 -1.80 0.162
H 8.021442 -1.230709 -0.526346 -0.38 0.19 0.25 0.130
H 6.299862 -1.590809 -0.451646 0.57 1.11 0.21 0.060
H 5.677832 -3.350129 -0.137906 -0.05 -0.72 -0.28 0.114
H 6.293672 -4.481529 -1.376836 -0.91 -0.34 0.68 0.110
C -4.963848 5.227021 1.909144 0.12 2.41 1.43 -0.729
O -4.703658 6.417011 2.148744 0.22 -0.20 -0.76 -0.013
N -5.484608 4.441411 2.841694 -1.03 -1.71 1.70 0.164
N -4.789318 4.578161 0.791964 0.13 -0.28 -1.33 0.180
H -5.432318 3.474821 2.553494 -0.41 -0.14 1.16 0.087
H -5.616628 4.750831 3.794024 0.16 -0.21 -0.30 0.112
H -4.377738 5.134731 0.056494 0.14 -0.42 -0.76 0.031
H -5.157098 3.640121 0.721824 0.44 0.11 -0.67 0.050
C 2.888662 4.720071 1.056884 1.59 0.60 -1.03 -0.840
O 3.687262 4.165181 0.397084 4.48 -3.39 -2.87 0.047
N 3.201282 5.698151 1.813194 0.66 3.58 3.68 0.217
N 1.646542 4.548861 0.895904 -7.62 -0.64 -0.52 0.214
H 2.437302 5.958321 2.420454 0.63 0.78 0.53 0.103
H 4.164032 5.981621 1.926594 -0.43 0.01 0.05 0.134
H 1.211972 3.687231 0.597834 0.54 0.35 -0.01 0.059
H 1.058832 5.368091 0.836264 -0.27 -0.16 0.52 0.121
C -0.122938 -5.228619 1.798204 -2.83 -2.12 -0.88 -0.767
O -0.467648 -6.412099 1.975884 1.05 0.22 -0.97 -0.021
N -0.166638 -4.526089 0.678674 0.22 0.47 -3.51 0.200
N 0.027252 -4.435689 2.802794 1.31 1.35 4.37 0.187
H 0.118492 -3.557799 0.643664 0.05 -0.10 0.38 0.055
H -0.592378 -4.854489 -0.176316 0.07 -0.37 0.18 0.080
H -0.088808 -4.959409 3.658564 0.15 0.74 0.23 0.111
H -0.026418 -3.429289 2.736544 0.04 0.08 0.08 0.082
C 4.499882 -3.204109 3.306844 0.81 -0.14 0.14 -0.720
O 5.554732 -3.815619 3.252724 0.19 0.20 -0.39 0.016
N 3.479252 -3.623029 4.070604 -1.59 -0.88 1.22 0.156
N 4.210012 -2.053669 2.662744 0.04 1.18 -0.73 0.177
H 3.525762 -4.532809 4.506764 0.18 0.31 -0.16 0.109
H 2.683562 -3.043239 4.296034 0.21 -0.15 -0.17 0.078
H 3.287592 -1.647079 2.725344 0.18 -0.04 -0.02 0.072
H 4.914052 -1.504319 2.190894 0.00 -0.31 0.11 0.106
C 4.275982 -1.109169 -4.996386 -2.95 2.45 1.69 -0.698
O 3.742072 -0.602849 -3.971926 0.30 -0.72 -1.27 -0.046
N 5.418412 -1.675719 -5.059746 4.62 -2.43 0.79 0.197
N 3.780302 -1.045599 -6.213136 -2.00 0.32 -2.85 0.192
H 5.621802 -2.117599 -5.944886 0.73 -0.02 0.70 0.123
H 6.116532 -1.632259 -4.331156 -0.28 -0.25 0.01 0.142
H 2.908402 -0.632019 -6.511206 -0.35 -0.12 0.40 0.078
H 4.306052 -1.483389 -6.956126 -0.41 0.34 0.05 0.113
C -3.733428 -4.736149 2.621804 -2.38 4.73 -1.93 -0.740
O -4.462278 -3.992399 1.921744 0.46 0.25 0.68 -0.029
N -3.320068 -4.423759 3.839504 -0.08 -0.30 2.37 0.170
N -3.167108 -5.763189 2.132564 1.54 -4.79 -0.81 0.187
H -2.881168 -5.174689 4.352884 0.11 0.73 0.33 0.111
H -3.491558 -3.533499 4.284614 -0.34 -0.78 0.56 0.072
H -3.026178 -5.946559 1.149404 -0.33 -0.04 0.34 0.124
H -2.773068 -6.354579 2.850274 0.74 -0.41 -1.14 0.106
C 4.985012 1.029621 -0.971476 2.39 -3.59 -1.14 -0.779
O 5.257992 -0.056199 -0.489546 -0.67 -1.60 1.36 0.014
N 5.075132 2.128541 -0.341756 -0.05 4.82 3.52 0.169
N 4.928712 1.175311 -2.280216 -0.86 1.22 -2.15 0.190
H 4.566442 2.967271 -0.582316 0.05 -0.04 -0.16 0.066
H 5.330752 2.174571 0.634274 0.07 -0.45 -0.02 0.121
H 4.708412 2.138791 -2.488246 -0.09 -0.37 -1.04 0.092
H 4.612952 0.402911 -2.849236 -0.31 0.03 -0.20 0.047
C -6.264278 1.718261 -0.781686 -0.83 0.55 -0.41 -0.866
O -5.366148 1.928211 -0.061536 4.66 0.84 3.95 0.066
N -6.377298 0.777901 -1.593446 0.28 -6.83 -4.58 0.192
N -7.272858 2.491991 -0.982736 -4.35 5.25 1.33 0.180
H -5.741018 -0.006429 -1.601406 -0.08 0.13 -0.49 0.092
H -7.184548 0.823071 -2.198766 0.73 -0.84 -0.16 0.129
H -7.346008 3.170141 -0.237846 -0.57 0.40 -0.29 0.124
H -8.139818 2.089461 -1.309016 0.11 0.40 0.35 0.118
C -3.253118 -4.000929 -1.967276 4.30 -4.41 3.16 -0.723
O -2.485698 -5.023029 -1.797746 -1.22 1.32 0.39 -0.067
N -3.640358 -3.211859 -1.001706 -0.15 0.59 1.70 0.217
N -3.522678 -3.631319 -3.134296 -2.28 2.28 -7.01 0.177
H -4.382908 -2.544249 -1.153406 0.48 0.01 0.39 0.103
H -3.092928 -3.325129 -0.160516 -0.90 0.24 0.49 0.099
H -3.826608 -2.686919 -3.323576 -0.26 0.34 0.30 0.070
H -3.434648 -4.173149 -3.982106 0.17 -0.36 0.91 0.083
C -3.256558 7.905681 5.354954 0.09 2.15 1.18 -0.769
O -3.702868 9.017581 5.138154 -0.55 0.67 -0.45 0.018
N -2.420428 7.657761 6.354414 2.45 -1.75 2.43 0.150
N -3.535018 6.824631 4.676574 -1.80 -1.25 -2.69 0.174
H -2.131588 8.200331 7.155844 -0.55 0.38 -0.70 0.107
H -2.167078 6.680331 6.377594 0.31 0.19 0.51 0.077
H -4.038518 7.084591 3.840504 -0.20 -0.71 -0.38 0.070
H -3.139498 5.895771 4.706254 0.22 0.41 0.39 0.053
C 3.538572 4.231041 6.166564 -1.94 1.27 2.02 -0.850
O 2.922962 4.477211 7.187424 -0.42 1.26 1.50 0.015
N 3.806042 3.064671 5.798244 0.99 -6.95 0.03 0.186
N 3.989202 5.061381 5.293064 0.95 6.02 -2.92 0.172
H 3.718942 2.419691 6.570594 -0.17 -0.64 -0.76 0.115
H 4.002032 2.807671 4.841354 0.39 -0.70 0.02 0.062
H 4.278222 4.812631 4.357814 -0.03 -0.27 0.40 0.100
H 3.651292 6.007861 5.393594 0.12 -0.02 -0.17 0.111
C 1.737952 5.834591 -3.008876 0.26 -1.71 2.08 -0.682
O 0.820722 6.423151 -2.401156 0.87 -1.06 -0.61 -0.011
N 2.329472 4.664611 -2.693796 -0.67 -1.74 2.48 0.198
N 2.327812 6.312621 -4.052346 -0.32 2.86 -2.76 0.181
H 2.118402 4.247351 -1.798566 0.02 0.09 0.09 0.082
H 2.899082 4.072341 -3.281056 -0.28 0.56 -0.35 0.090
H 1.731492 7.059871 -4.378106 1.11 0.43 -0.97 0.127
H 3.219622 6.002431 -4.410896 -0.58 0.28 -0.14 0.131
C -3.348648 0.153121 -3.434016 -2.64 0.72 0.13 -0.752
O -4.114638 -0.668719 -2.952466 -0.55 -2.20 1.41 -0.007
N -2.751318 -0.018299 -4.557756 2.59 -2.53 -3.97 0.208
N -3.358318 1.409451 -3.092126 0.05 1.86 2.41 0.211
H -3.029108 -0.840589 -5.074246 0.39 0.31 -0.09 0.084
H -2.099198 0.633731 -4.969686 -0.30 -0.14 0.12 0.068
H -2.928538 2.034971 -3.758536 -0.05 0.64 0.59 0.060
H -3.817708 1.570121 -2.207106 0.21 0.88 -0.14 0.098
C 3.254622 -7.506989 0.870194 1.04 0.01 -2.09 -0.850
O 2.783982 -8.273309 1.625924 -1.84 -3.04 3.75 0.060
N 3.010992 -6.230889 0.846534 -1.04 3.34 1.04 0.196
N 4.063042 -7.899069 -0.097166 1.74 -1.55 -1.95 0.166
H 2.377262 -6.051579 1.612254 -0.27 1.00 -0.51 0.095
H 3.002582 -5.773319 -0.053836 -0.16 0.43 0.35 0.086
H 3.942382 -8.893769 -0.224116 0.49 0.18 -0.58 0.107
H 4.202852 -7.276909 -0.880406 0.05 -0.37 -0.24 0.064
C -4.378728 -2.383559 -7.010846 -0.27 4.62 -1.03 -0.725
O -3.966918 -1.259869 -7.388156 -0.17 -1.63 0.27 0.009
N -3.799188 -3.175939 -6.171806 4.47 -2.79 2.86 0.156
N -5.567938 -2.851399 -7.226646 -4.52 -0.10 -2.61 0.177
H -3.812488 -4.148569 -6.443676 -0.25 -0.10 0.26 0.124
H -2.869608 -2.899329 -5.889896 0.23 0.04 0.06 0.073
H -6.159108 -2.301509 -7.833466 0.02 -0.14 0.03 0.127
H -6.052428 -3.543229 -6.672816 0.54 0.18 0.04 0.129
C -0.160748 -0.320399 -7.626006 1.40 -1.93 -3.05 -0.804
O 1.048752 -0.295589 -7.698136 2.03 -1.46 0.28 0.049
N -1.062638 -1.094039 -8.192816 0.28 -4.32 -2.29 0.172
N -0.835048 0.597801 -7.146366 -2.39 8.68 5.87 0.177
H -1.995918 -0.969099 -7.827476 -0.22 -1.13 -0.40 0.057
H -0.650118 -1.970389 -8.479056 -0.99 -0.24 -0.34 0.096
H -0.288618 1.152071 -6.502716 -0.34 0.69 -0.14 0.084
H -1.799908 0.866871 -7.275776 0.30 -0.48 -0.07 0.134
C 3.132242 -0.401599 6.795044 -0.83 2.07 -0.99 -0.771
O 2.065192 -0.116829 6.286064 -2.44 -0.11 -0.24 -0.001
N 4.238642 -0.150269 6.161744 4.15 0.62 -2.92 0.187
N 3.375362 -0.752209 8.011584 0.65 -2.01 4.40 0.197
H 5.153032 -0.197689 6.588074 -0.39 -0.08 0.15 0.125
H 4.276872 0.354061 5.287514 -0.36 -0.31 -0.32 0.083
H 4.248682 -1.248719 8.116004 -0.28 0.15 0.59 0.123
H 2.763972 -0.709479 8.814374 -0.35 -0.46 -0.68 0.130
C -1.914258 -1.663089 4.691564 -0.21 0.09 0.38 -0.734
O -2.370248 -2.281769 5.647234 -0.40 -0.19 0.46 0.003
N -0.924268 -0.762729 4.747434 1.25 1.05 1.28 0.156
N -2.362528 -1.738159 3.450004 -1.57 -0.75 -1.59 0.183
H -0.404988 -0.635869 3.890494 0.46 0.34 -0.25 0.046
H -0.610988 -0.417729 5.643504 0.51 -0.60 -0.29 0.093
H -1.830718 -1.321939 2.698974 0.24 -0.02 -0.35 0.063
H -3.149048 -2.337759 3.245174 0.41 0.42 -0.51 0.069
C 0.541762 -3.515389 7.682894 2.31 0.55 1.26 -0.910
O 1.179402 -3.152999 8.614474 1.89 1.90 5.35 0.043
N 0.738442 -2.951799 6.582624 0.58 3.00 -6.29 0.205
N -0.147938 -4.561529 7.690544 -4.35 -5.93 0.77 0.197
H 1.232022 -2.078739 6.701994 -0.14 0.18 -1.04 0.082
H 0.233492 -3.262999 5.765134 0.09 0.95 -0.05 0.100
H -0.234958 -4.960009 8.614534 -0.17 -0.51 -0.53 0.130
H -0.398898 -5.048169 6.841844 -0.24 0.01 0.57 0.120
C -0.231768 -8.469069 -2.392976 -0.04 -0.66 -1.57 -0.902
O -0.215088 -9.520599 -2.913176 -0.39 -5.74 -2.98 0.066
N -0.832348 -7.468289 -2.923676 -3.31 5.09 -2.51 0.169
N 0.550612 -8.240369 -1.433716 2.92 1.24 4.86 0.210
H -1.297378 -6.746989 -2.391166 0.01 0.26 -0.10 0.067
H -1.061388 -7.547079 -3.904196 -0.39 -0.24 0.50 0.114
H 0.955262 -9.121679 -1.151496 0.34 0.68 1.17 0.138
H 0.423312 -7.375599 -0.927696 0.71 -0.50 0.80 0.115
C -2.273418 5.901001 -1.119606 -3.82 0.21 -1.06 -0.802
O -3.484638 5.885101 -1.006636 -1.84 0.31 0.47 0.025
N -1.593918 4.903421 -1.514726 2.45 -6.48 -1.25 0.191
N -1.555978 6.927391 -1.223836 2.73 6.69 1.18 0.203
H -2.118908 4.156421 -1.946576 0.44 -0.16 0.26 0.115
H -0.628178 5.087221 -1.746376 -0.05 -0.71 -0.37 0.079
H -0.582698 6.787551 -1.454626 -0.06 0.88 0.18 0.054
H -1.887958 7.809411 -0.860596 0.21 -0.13 0.01 0.143
C 2.868442 -5.062799 -3.011356 0.18 0.96 1.52 -0.722
O 3.600572 -5.778499 -2.349306 0.73 -1.36 0.31 0.009
N 3.209262 -3.810469 -3.283226 1.41 1.68 -0.82 0.184
N 1.601562 -5.326929 -3.297086 -1.14 -1.24 -0.19 0.195
H 4.193172 -3.611899 -3.170966 -0.29 0.37 0.08 0.096
H 2.574812 -3.163259 -3.728966 0.33 -0.06 -0.01 0.064
H 1.313172 -6.238649 -2.971976 -0.62 0.10 -0.56 0.083
H 1.169262 -4.741399 -3.997356 -0.17 -0.61 0.35 0.051
C -0.371378 6.640731 3.076414 -0.66 -1.41 0.92 -0.858
O -0.007058 7.643071 2.598944 0.93 4.86 -3.03 0.075
N 0.185142 6.203791 4.166284 2.79 -1.66 4.39 0.173
N -1.279248 5.803361 2.656394 -3.31 -2.62 -2.65 0.194
H 0.578702 6.904631 4.777874 0.14 -0.34 -0.14 0.121
H -0.075088 5.312061 4.562764 -0.10 0.40 0.31 0.085
H -1.480488 4.958821 3.172484 -0.01 0.34 0.23 0.070
H -2.075988 6.100731 2.111534 0.23 0.32 -0.24 0.103
C 1.652762 2.464201 -5.214586 -0.09 -2.40 0.44 -0.796
O 1.459912 3.399061 -5.906516 -0.53 4.48 -3.05 0.049
N 2.820952 1.911481 -5.019186 4.10 -0.87 0.61 0.197
N 0.683192 1.778921 -4.647206 -0.83 -1.21 0.80 0.189
H 2.919912 0.959871 -4.695556 -0.09 -0.19 0.43 0.053
H 3.667092 2.239231 -5.462706 -0.49 0.32 -0.20 0.126
H 1.000272 1.133651 -3.937856 -0.99 -0.04 -0.17 0.086
H -0.246968 2.148161 -4.783466 -0.41 -0.34 0.76 0.050
C -1.844908 3.871541 -4.959756 -2.04 -2.29 -0.93 -0.825
O -1.868688 2.665471 -5.070366 -0.19 -3.51 -0.18 -0.006
N -2.878058 4.583621 -4.899176 -8.21 3.16 1.30 0.213
N -0.852668 4.579591 -5.123496 7.32 3.82 -0.37 0.230
H -2.869688 5.589591 -4.809486 0.11 -0.33 -0.05 0.135
H -3.811128 4.208021 -4.990916 0.24 -0.25 0.43 0.141
H -0.166258 4.142641 -5.721846 1.55 0.54 0.28 0.094
H -0.986908 5.572721 -4.997996 0.86 -0.25 -0.47 0.140
C 3.208002 1.359231 2.896544 2.33 -0.94 2.88 -0.791
O 4.288732 1.733481 3.345374 1.72 1.47 0.93 -0.010
N 2.923152 1.242081 1.688304 -0.10 1.00 -7.80 0.222
N 2.302312 0.763821 3.590124 -3.50 -1.42 3.49 0.214
H 2.079182 0.767441 1.401014 -0.51 -0.37 -0.41 0.070
H 3.615992 1.422991 0.976024 -0.28 0.17 0.27 0.077
H 1.506792 0.419721 3.071624 -0.21 -0.40 0.40 0.072
H 2.342272 0.566741 4.579894 -0.16 0.19 0.14 0.056
```
Positions in Å, forces in eV/Å.

Calculated values
total energy: -197068.5887 eV
lowest unoccupied orbital energy: 0.3 eV
gap between HOMO and LUMO: 5.7 eV
HOMO: -5.40 eV
total charge: -1